Arrangement w

{"formula": "C3H6N2S3", "method": "wB97M-V/def2-TZVPD", "gap_ha": 0.338, "total_charge": 0, "elements": ["H", "S", "C", "N", "S", "H", "S", "H", "N", "C", "C", "H", "H", "H"], "positions_angstrom": [[2.546, -2.080, -0.210], [1.816, -1.922, -2.537], [0.999, 0.204, -1.831], [1.535, -0.284, -0.646], [0.491, 1.788, -1.703], [0.889, 1.742, -0.535], [-1.071, 0.647, 0.746], [-0.065, -0.119, 1.268], [1.079, -0.539, -2.870], [2.009, -1.456, -0.864], [-2.303, 0.544, 2.127], [-3.298, 0.628, 1.580], [-2.219, 1.335, 2.982], [-2.407, -0.486, 2.493]]}



Arrangement x

{"formula": "C3H6N2S3", "method": "wB97M-V/def2-TZVPD", "gap_ha": 0.323, "total_charge": 0, "smiles": "C=NS/C(CS)=N\\S", "elements": ["C", "H", "H", "C", "H", "N", "S", "N", "S", "H", "C", "H", "S", "H"], "positions_angstrom": [[-0.800, -0.179, 0.434], [0.782, -2.366, -1.426], [1.059, -1.013, 1.523], [1.753, 2.489, -0.410], [1.212, 3.140, -1.289], [1.165, 1.479, 0.225], [-0.530, 1.493, -0.002], [-1.877, -0.768, 0.123], [1.753, -1.853, -0.504], [-0.134, -2.454, 0.948], [0.338, -1.424, 0.695], [-4.276, -0.951, 0.225], [-3.268, -0.103, -0.462], [2.822, 2.511, -0.079]]}



Stability check: which of them is most stable? arrangement w.



Arrangement w

{"formula": "C53H48N8O6PRu", "method": "wB97M-V/def2-TZVPD", "s2": 6.02, "gap_ha": [0.279, 0.257], "total_charge": 1, "spin_multiplicity": 5, "elements": ["C", "H", "H", "O", "H", "N", "H", "C", "C", "C", "C", "H", "C", "C", "C", "C", "H", "O", "H", "N", "C", "C", "H", "C", "H", "O", "C", "H", "C", "C", "C", "H", "H", "H", "H", "H", "O", "C", "H", "N", "N", "C", "C", "C", "H", "C", "H", "H", "C", "C", "C", "C", "H", "H", "H", "H", "H", "N", "C", "H", "H", "H", "H", "C", "H", "C", "H", "C", "C", "H", "C", "C", "N", "O", "H", "H", "C", "C", "C", "H", "H", "H", "H", "P", "C", "H", "C", "C", "C", "H", "C", "H", "C", "H", "C", "H", "N", "C", "C", "C", "C", "O", "H", "N", "C", "C", "H", "Ru", "C", "H", "C", "C", "H", "H", "H", "C", "C"], "positions_angstrom": [[6.343, 0.080, 4.163], [3.192, -6.484, 1.777], [-5.511, 1.535, 2.853], [1.162, -1.263, -1.422], [2.103, 0.762, -3.554], [1.357, -0.595, 1.010], [2.929, 3.006, 1.105], [-3.627, -1.142, 2.711], [-0.938, 2.166, -2.919], [7.061, -0.866, 2.073], [-1.568, 4.578, -6.374], [7.843, -1.278, 1.449], [-5.684, 2.576, 6.069], [-3.418, 2.052, 5.466], [-1.831, -0.078, -3.661], [3.370, -0.195, 1.872], [-0.136, 3.299, -7.332], [1.185, -3.236, -2.553], [6.565, 0.405, 5.170], [-0.361, 2.660, -1.780], [5.765, -0.781, 1.589], [-5.010, -2.540, 4.090], [-2.616, 4.271, -3.171], [3.057, -5.412, 1.710], [3.996, -1.782, -4.720], [-2.694, -3.572, 0.334], [2.492, -1.188, 1.484], [-5.968, -4.174, 3.081], [-3.107, -1.749, -5.507], [-2.162, -2.265, -4.635], [-1.186, 0.825, -2.682], [-0.651, 4.634, -1.124], [-3.604, -2.397, -6.217], [4.292, -4.987, 3.413], [-3.455, -1.669, 0.666], [5.538, -1.131, 0.589], [-1.005, -2.328, 1.394], [7.352, -0.434, 3.360], [-1.420, 4.022, 2.096], [2.726, 0.997, 1.646], [-2.348, -3.521, -0.828], [3.654, -1.971, -3.701], [-2.261, 4.850, -5.202], [5.046, 0.163, 3.680], [8.362, -0.507, 3.740], [-3.833, 1.717, 4.179], [-1.914, -3.317, -4.650], [3.664, -3.046, -3.538], [-4.167, -1.454, 3.958], [-5.310, -3.321, 2.978], [0.118, 4.027, -1.600], [4.038, 0.211, -2.781], [4.257, 0.542, 4.319], [2.039, -0.005, -2.076], [3.023, 2.690, 2.853], [-0.819, -1.860, -3.041], [4.446, 0.737, -3.642], [-1.696, 0.117, 1.644], [3.295, 2.322, 1.865], [-2.619, 3.871, 3.381], [-7.150, 2.301, 4.527], [5.596, -1.306, -2.930], [1.743, -5.515, 0.013], [-1.691, 3.466, 2.990], [4.204, 0.794, -1.877], [-2.860, 1.246, 3.177], [-0.905, 3.562, 3.737], [-2.056, 4.068, -4.076], [1.441, -2.063, -2.391], [1.415, -3.105, -0.120], [4.749, -0.264, 2.388], [-4.755, -3.027, 1.744], [-0.741, 0.507, -1.414], [-1.467, -2.582, -1.161], [-4.015, 2.733, 7.408], [-6.406, 2.904, 6.805], [-6.103, 2.239, 4.789], [4.537, -1.225, -2.698], [2.065, -3.501, 0.643], [1.705, -1.276, -4.409], [-3.090, 1.468, -4.494], [4.377, 2.260, 1.784], [-5.431, -2.783, 5.057], [0.235, 1.997, 0.846], [-3.425, -0.398, -5.452], [-1.735, 5.183, -7.255], [-2.746, 0.032, 2.531], [3.493, -3.202, 2.549], [-0.669, 3.521, -6.417], [-4.976, -3.654, 0.894], [-1.152, 3.009, -4.111], [0.366, 4.446, -2.571], [-0.308, 1.657, -0.874], [4.378, -1.618, -1.690], [3.675, -4.573, 2.626], [1.013, 4.022, -0.985], [2.562, 0.046, -2.997], [2.278, -1.357, -3.486], [-3.902, -1.942, 1.604], [-1.534, -1.434, -3.720], [-0.462, 2.741, -5.290], [-2.761, -4.224, -1.721], [-2.374, 1.957, 5.740], [-1.891, 2.062, 2.650], [-4.341, 2.482, 6.407], [-1.191, 1.343, 1.746], [-4.175, 0.012, -6.116], [-0.616, -1.151, 0.180], [2.697, -2.648, 1.545], [-3.924, -0.859, 4.829], [2.247, -4.873, 0.722], [1.488, 0.716, 1.169], [-2.971, 5.666, -5.170], [3.959, -2.570, 3.293], [0.230, 1.907, -5.332], [-2.798, 0.428, -4.536], [-5.181, 1.811, 3.847]]}



Arrangement x

{"formula": "C53H48N8O6PRu", "method": "wB97M-V/def2-TZVPD", "s2": 6.02, "gap_ha": [0.263, 0.243], "total_charge": 1, "spin_multiplicity": 5, "elements": ["O", "H", "C", "H", "H", "H", "C", "C", "C", "C", "H", "H", "C", "H", "C", "O", "C", "C", "O", "C", "C", "C", "C", "C", "H", "H", "H", "H", "C", "C", "Ru", "C", "C", "C", "C", "H", "H", "C", "H", "H", "H", "H", "C", "H", "C", "H", "H", "H", "N", "C", "C", "H", "C", "C", "H", "H", "C", "C", "H", "H", "H", "C", "H", "C", "H", "O", "H", "H", "C", "H", "C", "H", "N", "C", "H", "N", "O", "H", "C", "C", "H", "H", "O", "N", "H", "C", "C", "N", "H", "C", "H", "C", "C", "C", "N", "C", "C", "P", "H", "C", "C", "H", "N", "H", "C", "C", "C", "N", "H", "H", "H", "H", "C", "H", "C", "C", "C"], "positions_angstrom": [[-1.139, 1.435, 1.035], [0.091, 3.410, -5.503], [-0.109, 0.176, -5.345], [9.503, 1.015, -0.090], [-2.222, -9.322, -0.280], [-2.379, 1.351, 0.062], [7.554, 1.897, -0.270], [4.376, 0.859, 2.463], [-2.928, 4.279, -6.764], [5.705, 0.355, -0.448], [-3.499, 3.189, 2.447], [-1.924, -5.132, 4.267], [-1.462, -3.173, 1.528], [1.374, 2.004, 1.406], [-0.986, 3.423, -5.631], [0.728, -0.061, 1.637], [-1.782, 3.779, 1.090], [-0.146, -6.655, -0.519], [-4.084, -0.115, -0.991], [-1.448, 5.388, 2.892], [-1.548, 4.233, -6.609], [0.297, -4.417, -2.989], [-1.983, -4.259, 3.629], [-0.673, -4.231, -0.674], [-2.951, 6.208, -1.320], [-3.831, 2.122, -4.314], [6.236, -1.733, -0.380], [-0.082, -0.912, -5.320], [-0.839, -3.170, 0.195], [-2.448, -5.951, -0.531], [-0.048, 0.010, 0.080], [-2.090, -2.018, 2.003], [-1.404, -4.288, 2.366], [8.441, 0.830, -0.195], [-0.042, 0.139, -2.835], [-0.886, -5.188, 2.056], [-3.061, -3.085, 5.068], [-1.092, -5.632, -0.581], [8.654, -1.307, -0.172], [-0.387, -5.253, -3.122], [5.262, 1.305, 4.365], [3.395, 2.753, 5.097], [-1.307, 1.852, -2.390], [-3.368, 4.916, -7.522], [-1.214, 1.804, -3.760], [-4.823, 3.560, -6.051], [5.309, -0.314, -2.979], [7.922, 2.914, -0.221], [-0.332, -2.033, -0.370], [7.964, -0.475, -0.243], [-3.746, 3.517, -5.939], [-0.911, 4.836, -7.244], [2.275, 2.473, 3.285], [-3.168, 3.288, 0.661], [5.504, 2.498, -0.441], [5.194, 0.207, 2.180], [-2.512, 2.374, -0.224], [4.415, 1.472, 3.710], [-0.874, 0.477, -6.058], [-3.194, -5.163, -0.562], [-2.322, 6.022, 2.722], [-2.618, -3.110, 4.079], [1.443, 3.092, 3.604], [-2.012, 2.841, -1.521], [0.188, -8.770, -0.359], [-1.985, -0.543, -0.650], [-3.909, -7.513, -0.378], [3.760, -0.616, -3.760], [3.368, 2.281, 4.122], [1.324, -4.777, -2.912], [4.369, -0.855, -2.890], [4.557, -1.928, -2.841], [-0.435, 0.686, -4.023], [-2.190, 4.245, -1.871], [0.153, 4.558, 1.676], [-0.612, 0.783, -1.837], [-0.389, 2.907, -0.747], [-1.790, 4.623, -2.802], [2.335, -0.522, -1.471], [-1.905, -8.290, -0.369], [-2.046, 2.273, 2.512], [-3.857, 5.469, 0.889], [-3.267, -2.007, -1.591], [-3.130, -0.891, -1.081], [-0.722, 5.956, 3.473], [3.219, 0.406, 0.285], [2.237, 1.862, 2.041], [2.030, 0.022, -0.300], [-2.624, 4.225, 4.373], [6.601, -0.712, -0.367], [0.862, 0.573, -5.644], [-0.552, -7.980, -0.416], [-3.185, 2.705, -4.961], [6.191, 1.660, -0.396], [3.673, -0.448, -1.680], [-2.667, -1.987, 3.265], [-1.859, 4.086, 3.609], [1.141, -1.261, -2.648], [-3.143, -1.079, 3.615], [-1.801, 2.651, -4.802], [-2.853, -7.275, -0.425], [-3.525, 2.937, 1.606], [-0.035, -3.696, -1.772], [-0.848, 5.716, 0.800], [4.264, 0.110, -0.565], [-3.364, 4.770, 0.233], [-0.871, 4.912, 1.537], [-2.413, 3.258, 2.513], [0.190, -3.756, -3.848], [0.913, -6.421, -0.531], [-2.114, -1.131, 1.387], [-1.000, 3.557, 4.025], [3.293, 1.054, 1.606], [-2.693, 4.161, 0.428], [-1.025, 2.591, 0.355], [0.206, -2.379, -1.532], [-2.854, 5.175, -1.012]]}



Stability check: which of them is most stable? arrangement w.



Arrangement w

{"formula": "C3H8N2OS", "method": "wB97M-V/def2-TZVPD", "gap_ha": 0.373, "total_charge": 0, "smiles": "NC(=O)NCCS", "elements": ["S", "H", "H", "H", "N", "H", "C", "H", "H", "N", "C", "O", "H", "C", "H"], "positions_angstrom": [[-1.982, 1.927, 1.280], [-0.185, 0.322, 1.655], [1.608, 0.511, -1.728], [-1.186, 0.138, -1.236], [1.897, -0.440, -1.910], [-1.671, -0.400, 1.304], [1.467, -1.345, -0.938], [0.047, -1.641, 0.482], [-1.351, 2.161, 2.432], [0.261, -1.109, -0.341], [-1.026, 0.416, 0.977], [2.140, -2.295, -0.629], [0.193, 0.997, -0.520], [-0.484, 0.142, -0.411], [2.904, -0.416, -1.933]]}



Arrangement x

{"formula": "C3H8N2OS", "method": "wB97M-V/def2-TZVPD", "gap_ha": 0.364, "total_charge": 0, "smiles": "CN1NC1=O.CS", "elements": ["S", "H", "N", "H", "N", "H", "H", "H", "H", "H", "O", "H", "C", "C", "C"], "positions_angstrom": [[-3.404, 1.228, 0.106], [-3.609, 1.214, 1.398], [2.375, -0.291, 0.348], [3.280, 0.425, -1.479], [1.068, 0.080, -0.271], [-4.508, -0.785, -0.993], [4.472, 0.520, -0.172], [-2.750, -1.198, -0.518], [-4.170, -0.782, 0.752], [0.375, -0.663, -0.248], [1.362, 1.435, 1.724], [4.057, -1.058, -0.812], [-3.673, -0.660, -0.237], [1.583, 0.624, 0.925], [3.542, -0.087, -0.524]]}



Arrangement y

{"formula": "C3H8N2OS", "method": "wB97M-V/def2-TZVPD", "gap_ha": 0.369, "total_charge": 0, "smiles": "NC(=O)[C@@H](N)CS", "elements": ["N", "H", "H", "H", "H", "H", "H", "H", "C", "C", "H", "O", "S", "N", "C"], "positions_angstrom": [[-0.905, 1.460, 0.842], [-1.095, 1.491, 1.836], [0.385, -0.192, 1.268], [-1.913, -0.934, 0.541], [2.732, 1.347, -0.604], [-1.816, 1.455, 0.394], [2.769, -0.247, -0.165], [-1.027, -3.208, -0.630], [-1.073, -0.850, -0.149], [-0.188, 0.270, 0.457], [-1.430, -0.500, -1.117], [0.559, 1.050, -1.688], [-0.091, -2.353, -0.202], [2.215, 0.595, -0.167], [0.878, 0.616, -0.615]]}



Stability check: which of them is most stable? arrangement w.